[1]
Computed, not measured: a 5-piece molecular cluster, CH11O4S overall at a distorted geometry, with wB97M-V/def2-TZVPD.

Geometry as ORCA input:
```
! wB97M-V def2-TZVPD RIJCOSX def2/J DEFGRID3
* xyz -1 1
H -0.404 -1.276 -2.382
C 1.602 -0.011 1.503
O -1.303 -1.484 -2.079
H -2.345 0.349 1.099
H 1.010 -2.550 -0.260
H 2.259 -0.258 2.340
H -1.017 0.800 0.836
O 0.019 1.587 -1.737
O 0.492 -3.206 -0.725
H 0.847 -0.803 1.429
H 0.479 1.772 -0.883
H 2.155 -0.024 0.565
H -0.404 -2.865 -0.593
O -1.822 0.448 0.298
H -0.900 1.556 -1.451
S 0.713 1.576 1.648
H -1.439 -0.707 -1.509
*
```

Summary:
* ΔE to the lowest compared entry with this formula, charge and spin: 0.308 eV
* total energy: -743.902338 hartree

---

[2]
Computed, not measured: one molecule with the formula C2H6N6 at a distorted geometry, with wB97M-V/def2-TZVPD.

Geometry as ORCA input:
```
! wB97M-V def2-TZVPD RIJCOSX def2/J DEFGRID3
* xyz 0 1
H -1.071 0.497 2.012
N -0.239 0.547 -0.932
H -2.209 -2.905 -0.723
C -0.927 -1.466 -0.392
C 0.268 0.263 0.484
H 0.084 1.067 -2.669
N 1.657 0.446 0.721
H 2.209 -0.301 0.319
N -0.559 1.060 1.343
H 1.967 1.335 0.348
N 0.545 1.032 -1.746
H -0.048 1.740 1.892
N -0.055 -1.138 0.439
N -1.623 -2.178 -1.096
*
```

Summary:
* ΔE to the lowest compared entry with this formula, charge and spin: 0.877 eV
* total energy: -408.263701 hartree

---

[3]
Computed, not measured: a 2-piece molecular cluster, C2H7N4 overall at a distorted geometry, with wB97M-V/def2-TZVPD.

Geometry as ORCA input:
```
! wB97M-V def2-TZVPD RIJCOSX def2/J DEFGRID3
* xyz 1 1
H 0.423 2.171 -0.448
N -1.426 1.626 1.150
H -0.409 -1.998 0.927
C 0.291 -1.811 0.247
H -1.063 2.454 1.456
H 0.103 -1.738 -1.920
N 0.446 -1.240 -1.144
H 0.745 -0.249 -1.222
C 1.425 -1.959 -0.275
H 2.420 -2.241 -0.315
H -2.178 1.225 1.570
N 0.298 1.250 -0.361
N -0.602 0.835 0.403
*
```

Summary:
* ΔE to the lowest compared entry with this formula, charge and spin: 6.452 eV
* total energy: -298.984928 hartree

---

In order of appearance, E_LUMO = 3.7 0.8 -3.4 eV.
In order of appearance, Kohn-Sham gap = 7.27 9.91 10.53 eV.